13
Properties=species:S:1:pos:R:3:forces:R:3 method="wB97M-V/def2-TZVPD" e_tot_ev=-29432.8788 gap_ev=9.4 homo_ev=-8.68
C -1.0862 0.3603 -1.1056 -0.57 -3.64 2.59
C 1.2568 0.5795 -0.9932 1.66 0.98 1.20
C 0.1528 -0.0891 -0.1338 -1.65 -0.25 -1.18
C -0.2410 -2.0241 1.1977 2.19 3.08 -3.00
H -1.9066 0.8499 -0.4760 0.90 -0.71 -1.31
H -1.4588 -0.9801 -1.4067 0.80 4.54 -0.08
H 2.0988 -0.0984 -1.5022 -2.28 1.41 0.96
H 1.7838 1.2936 -0.2202 -0.60 -0.99 -2.02
H -0.1301 -2.9983 1.4285 -0.11 -3.42 -0.25
N -0.2120 -1.1818 2.0866 -1.71 -1.67 3.83
O 0.2257 -1.4996 -0.0552 -0.54 -1.26 0.11
S -0.0602 1.5199 -2.0800 1.04 -1.91 1.03
S -0.0150 0.3077 1.7189 0.87 3.84 -1.87